[1]
{"formula": "C4H14N2O4", "method": "ωB97M-V with the def2-TZVPD basis set", "homo_energy_ev": -10.01, "total_energy_ev": -15545.81580, "smiles": "C[C@H](O)[C@H](N)C(N)=O.O.O", "species": ["C", "C", "O", "C", "N", "C", "N", "O", "H", "H", "H", "H", "H", "H", "H", "H", "H", "H", "O", "H", "H", "O", "H", "H"], "coordinates": [[1.157, -1.295, -0.532], [-0.178, -0.726, -0.091], [-0.676, 0.119, -1.114], [-0.008, 0.104, 1.244], [-1.329, 0.606, 1.611], [0.940, 1.279, 0.956], [2.050, 1.414, 1.761], [0.751, 2.069, 0.052], [1.059, -1.798, -1.559], [2.004, -0.575, -0.662], [1.527, -2.039, 0.201], [-0.949, -1.504, 0.002], [-0.233, 0.980, -1.057], [0.373, -0.567, 2.061], [-1.710, 1.221, 0.943], [-1.289, 1.071, 2.496], [2.306, 0.771, 2.551], [2.714, 2.210, 1.593], [-3.431, -0.838, -0.230], [-3.031, -0.566, 0.604], [-2.814, -0.621, -0.888], [0.155, -0.718, -3.519], [0.887, -0.158, -3.696], [-0.277, -0.439, -2.727]], "atomic_forces_ev_per_a": [[1.0, -1.3, -1.1], [1.1, 0.7, 0.3], [-0.8, 0.2, 0.0], [-0.6, -0.6, -0.6], [0.5, -1.3, 1.0], [1.5, -0.4, 1.1], [0.9, 0.0, 0.9], [-0.4, 0.2, -0.4], [0.0, 0.6, 1.6], [-1.0, -0.1, 0.2], [-0.3, 0.2, -0.4], [0.4, 0.1, 0.4], [0.1, 0.2, 0.1], [-0.3, 0.7, -0.8], [-0.3, 0.9, -1.0], [-0.1, 0.3, 0.4], [-0.7, 1.0, -1.5], [-1.2, -1.2, 0.1], [-1.5, -0.6, 1.4], [0.1, 0.0, 0.0], [1.4, 0.6, -1.4], [-0.4, -1.5, -1.5], [0.8, 0.8, 0.0], [-0.3, 0.6, 1.0]]}


[2]
{"formula": "C4H14N2OS", "method": "ωB97M-V with the def2-TZVPD basis set", "homo_energy_ev": [0.99, -5.07], "total_charge": -1, "total_energy_ev": -20236.40198, "spin_multiplicity": 2, "species": ["C", "N", "C", "O", "H", "H", "H", "H", "H", "H", "H", "C", "C", "S", "N", "H", "H", "H", "H", "H", "H", "H"], "coordinates": [[2.891, 1.248, 0.201], [1.994, 0.124, 0.116], [1.080, 0.000, 1.227], [0.601, -1.301, 1.377], [2.337, 2.188, 0.137], [3.580, 1.253, -0.644], [3.480, 1.279, 1.132], [2.472, -0.733, -0.088], [1.580, 0.234, 2.179], [0.252, 0.708, 1.114], [0.165, -1.580, 0.530], [-1.494, -0.210, -1.172], [-2.320, -0.186, 0.097], [-3.024, 1.478, 0.456], [-0.563, -1.351, -1.284], [-2.134, -0.126, -2.056], [-0.849, 0.671, -1.203], [-3.154, -0.892, 0.063], [-1.698, -0.474, 0.940], [-4.316, 1.041, 0.362], [-1.046, -2.206, -1.533], [0.165, -1.163, -1.952]], "atomic_forces_ev_per_a": [[0.1, 0.3, 0.0], [-0.2, 0.4, -0.7], [-0.1, -0.2, 0.5], [0.0, -0.6, -0.5], [-0.1, 0.0, 0.1], [0.0, -0.1, 0.0], [0.0, 0.0, 0.0], [0.1, -0.4, 0.3], [0.0, 0.1, 0.0], [0.0, 0.2, -0.2], [0.2, 0.5, 0.3], [0.5, 0.4, -0.7], [0.0, 0.2, 0.4], [0.4, -0.6, -0.2], [-0.5, -0.4, 0.8], [-0.2, 0.0, 0.1], [-0.1, 0.1, 0.1], [0.0, 0.0, -0.1], [0.0, 0.0, 0.1], [-0.3, 0.1, 0.0], [0.0, 0.1, -0.2], [0.1, 0.0, -0.2]]}


[3]
{"formula": "C4H14N2OS", "method": "ωB97M-V with the def2-TZVPD basis set", "homo_energy_ev": -8.96, "total_energy_ev": -20235.11247, "smiles": "NCCNCCS.O", "species": ["N", "C", "C", "N", "C", "C", "S", "H", "H", "H", "H", "H", "H", "H", "H", "H", "H", "H", "H", "O", "H", "H"], "coordinates": [[-2.707, 0.642, 2.129], [-1.620, 1.379, 1.445], [-0.395, 0.578, 0.854], [0.573, 1.195, -0.151], [0.588, 0.737, -1.560], [1.089, -0.660, -1.838], [-0.054, -2.020, -2.330], [-2.194, -0.080, 2.740], [-3.226, 0.144, 1.369], [-1.779, 2.318, 0.725], [-1.298, 2.082, 2.239], [0.097, 0.004, 1.525], [-0.963, -0.228, 0.184], [0.453, 2.179, -0.040], [-0.452, 0.889, -2.086], [1.441, 1.370, -1.876], [1.850, -0.810, -1.053], [1.661, -0.714, -2.810], [0.680, -2.946, -1.661], [2.456, -2.149, 0.553], [1.465, -2.282, 0.268], [2.336, -1.627, 1.374]], "atomic_forces_ev_per_a": [[1.0, -1.3, -1.5], [2.2, 3.5, 0.3], [-3.6, -0.6, -5.4], [-1.2, -1.5, 2.1], [-1.5, 1.4, -0.1], [1.7, -0.1, -1.4], [0.1, -0.3, 1.6], [-1.3, 1.2, -1.3], [0.5, 0.1, 1.2], [-1.1, -2.6, 0.6], [0.7, -0.7, 0.2], [1.7, -1.4, 2.6], [1.0, 1.2, 1.3], [0.3, 0.7, -0.6], [1.9, 0.2, 0.6], [-1.0, 0.0, -0.9], [-0.6, -0.9, -0.3], [-0.2, 1.1, 1.2], [-0.4, 0.0, -0.4], [-3.1, 0.0, 0.1], [2.8, 0.3, 0.8], [0.3, -0.4, -0.6]]}


[4]
{"formula": "C4H14N2S", "method": "ωB97M-V with the def2-TZVPD basis set", "homo_energy_ev": -9.11, "total_energy_ev": -18188.40003, "species": ["C", "C", "N", "H", "H", "H", "H", "H", "H", "H", "H", "C", "C", "S", "N", "H", "H", "H", "H", "H", "H"], "coordinates": [[-2.823, -0.543, -0.305], [-2.339, 0.888, -0.054], [-1.783, 1.524, -1.283], [-3.157, -0.945, 0.664], [-3.647, -0.572, -0.996], [-2.037, -1.181, -0.712], [-3.225, 1.464, 0.284], [-1.641, 0.979, 0.777], [-0.218, 0.072, -0.048], [-0.766, 1.478, -1.175], [-2.078, 2.495, -1.239], [2.883, -0.770, 0.780], [2.356, 0.442, 0.030], [0.892, 1.198, 0.814], [2.159, -2.038, 0.688], [2.960, -0.500, 1.835], [3.868, -1.019, 0.370], [2.108, 0.088, -0.972], [3.084, 1.246, -0.048], [2.236, -2.455, -0.238], [1.168, -1.850, 0.829]], "atomic_forces_ev_per_a": [[0.6, 0.2, 1.0], [-1.2, 0.6, -0.6], [-0.3, -0.4, 0.9], [0.1, -0.2, -0.4], [-0.3, 0.1, -0.3], [0.1, -0.1, 0.1], [0.4, -0.2, -0.3], [-0.2, -0.3, 0.1], [2.8, 2.4, 2.3], [-0.4, 0.5, -0.4], [0.5, 0.0, -0.3], [0.7, -0.5, 0.1], [-0.3, -0.4, -0.2], [-2.3, -3.1, -2.4], [-0.7, 0.5, -0.2], [0.3, -0.1, 0.0], [0.2, 0.4, 0.3], [-0.1, 0.5, -0.1], [0.2, -0.1, 0.1], [0.1, 0.2, 0.2], [0.0, -0.2, 0.1]]}


[5]
{"formula": "C4H14N2S2", "method": "ωB97M-V with the def2-TZVPD basis set", "homo_energy_ev": -8.97, "total_energy_ev": -29025.56341, "smiles": "CCSS.CNCN", "species": ["C", "C", "S", "S", "H", "H", "H", "H", "H", "H", "C", "N", "C", "N", "H", "H", "H", "H", "H", "H", "H", "H"], "coordinates": [[-1.275, 0.802, -1.918], [-0.797, 2.161, -1.419], [-2.242, 3.174, -0.982], [-1.374, 4.985, -0.549], [-1.980, 0.894, -2.743], [-1.734, 0.241, -1.105], [-0.412, 0.237, -2.269], [-0.232, 2.707, -2.168], [-0.176, 2.038, -0.534], [-1.162, 4.782, 0.761], [0.655, -3.030, 1.894], [1.419, -1.791, 1.825], [0.904, -0.852, 0.834], [1.275, -1.122, -0.529], [1.070, -3.673, 2.667], [-0.409, -2.873, 2.110], [0.732, -3.556, 0.944], [1.438, -1.345, 2.732], [1.285, 0.133, 1.103], [-0.190, -0.795, 0.871], [2.278, -1.108, -0.657], [0.928, -2.009, -0.869]], "atomic_forces_ev_per_a": [[0.3, 0.1, 0.0], [-0.2, -0.1, 0.0], [0.0, 0.1, 0.0], [-0.1, -0.1, 0.0], [-0.1, 0.1, 0.0], [-0.1, 0.0, -0.1], [0.0, 0.0, 0.1], [0.1, 0.0, -0.1], [0.1, 0.0, 0.0], [0.0, 0.0, 0.0], [0.1, 0.2, 0.0], [0.0, -0.1, 0.0], [0.1, 0.0, 0.2], [0.1, 0.1, -0.3], [0.0, -0.1, 0.0], [-0.1, 0.0, 0.0], [0.0, -0.1, 0.0], [0.0, 0.0, 0.0], [0.0, 0.1, 0.0], [-0.2, 0.0, 0.0], [0.0, -0.1, 0.1], [-0.1, 0.0, 0.1]]}


[6]
{"formula": "C4H14N2Si", "method": "ωB97M-V with the def2-TZVPD basis set", "homo_energy_ev": [-7.18, -7.18], "total_energy_ev": -15231.88428, "species": ["C", "C", "C", "C", "N", "N", "Si", "H", "H", "H", "H", "H", "H", "H", "H", "H", "H", "H", "H", "H", "H"], "coordinates": [[0.731, 1.293, 1.055], [0.955, -1.192, 1.069], [1.631, 0.094, -0.947], [0.628, 0.025, 0.203], [-1.770, 1.215, -1.314], [-2.304, -0.631, 0.678], [-1.144, -0.136, -0.473], [0.040, 1.254, 1.895], [1.742, 1.391, 1.449], [0.507, 2.180, 0.468], [1.977, -1.118, 1.443], [0.868, -2.106, 0.487], [0.290, -1.257, 1.928], [1.502, -0.762, -1.604], [1.492, 0.999, -1.536], [2.651, 0.090, -0.560], [-1.240, 1.573, -2.094], [-2.755, 1.245, -1.523], [-2.068, -1.389, 1.299], [-3.279, -0.672, 0.431], [-0.456, -2.098, -2.355]], "atomic_forces_ev_per_a": [[-0.3, 0.0, -0.1], [-0.3, 0.0, -0.2], [-0.2, -0.1, -0.1], [0.0, 0.0, 0.0], [0.2, -0.3, 0.1], [0.4, 0.0, -0.3], [0.6, -1.0, -0.9], [-0.1, 0.1, 0.1], [0.1, 0.0, 0.0], [0.0, 0.2, 0.0], [0.1, 0.0, 0.0], [0.0, -0.2, 0.0], [0.0, 0.0, 0.2], [0.0, -0.1, -0.1], [0.0, 0.1, -0.1], [0.0, 0.1, 0.1], [0.0, 0.0, -0.1], [-0.1, 0.0, 0.0], [0.0, -0.1, 0.0], [-0.1, 0.0, 0.0], [-0.6, 1.4, 1.4]]}


[7]
{"formula": "C4H14N3", "method": "ωB97M-V with the def2-TZVPD basis set", "homo_energy_ev": -13.80, "total_charge": 1, "total_energy_ev": -8836.69959, "species": ["C", "C", "C", "C", "N", "N", "N", "H", "H", "H", "H", "H", "H", "H", "H", "H", "H", "H", "H", "H", "H"], "coordinates": [[1.552, 0.550, -0.994], [-1.344, 0.462, -0.983], [-0.627, 1.602, 1.090], [0.932, -1.468, 0.154], [-0.175, -1.904, 1.007], [0.819, -0.024, 0.130], [-0.503, 0.330, 0.199], [1.576, 1.535, -0.726], [2.524, 0.073, -1.068], [1.135, 0.505, -1.998], [-1.218, 1.312, -1.735], [-1.503, -0.534, -1.460], [-2.303, 0.820, -0.627], [-0.205, 2.543, 0.679], [-1.734, 1.875, 1.265], [-0.135, 1.556, 2.064], [0.800, -1.845, -0.863], [1.915, -1.758, 0.528], [-0.803, -2.609, 0.609], [0.070, -2.329, 1.965], [-0.773, -0.691, 0.764]], "atomic_forces_ev_per_a": [[0.0, -1.5, 0.0], [-1.4, 0.5, -1.7], [-1.8, 0.9, 0.1], [-0.3, -1.0, 0.0], [-0.1, -2.2, 1.8], [2.1, -0.3, -1.2], [-1.3, 2.8, 2.1], [1.0, 2.8, 0.2], [0.2, 0.3, 0.4], [-0.7, -0.5, 0.0], [1.2, -1.3, 0.9], [0.3, 0.9, 0.1], [-0.4, -0.6, 0.5], [0.0, -1.0, -0.7], [1.6, -0.9, -0.3], [-0.1, -1.0, -0.3], [0.0, -0.5, 0.0], [-0.2, 0.1, 0.0], [0.5, 0.2, -0.2], [-0.2, 1.4, -1.9], [-0.3, 0.9, 0.4]]}


[8]
{"formula": "C4H14N3", "method": "ωB97M-V with the def2-TZVPD basis set", "homo_energy_ev": -14.34, "total_charge": 1, "total_energy_ev": -8838.12579, "species": ["C", "C", "H", "H", "H", "H", "H", "H", "C", "C", "N", "N", "N", "H", "H", "H", "H", "H", "H", "H", "H"], "coordinates": [[-0.388, 3.561, 1.336], [-1.327, 2.288, 1.315], [0.431, 3.500, 0.771], [-1.007, 4.489, 0.800], [-0.116, 3.793, 2.420], [-0.887, 1.494, 1.990], [-1.470, 1.970, 0.260], [-2.262, 2.745, 1.714], [1.415, -3.386, -0.313], [0.245, -1.279, -1.031], [0.333, -2.570, -0.839], [-0.961, -0.815, -1.491], [1.275, -0.386, -0.962], [-0.525, -3.229, -0.882], [-1.623, -1.411, -2.063], [-1.308, 0.164, -1.200], [2.092, -0.634, -0.379], [1.184, 0.566, -1.318], [1.029, -3.848, 0.620], [2.280, -2.858, 0.279], [1.593, -4.152, -1.025]], "atomic_forces_ev_per_a": [[-4.9, 1.9, 1.7], [0.9, 1.5, 0.5], [3.5, -0.6, -2.0], [1.5, -2.2, 1.8], [-0.4, 0.0, -1.6], [-0.8, 0.7, -0.9], [-0.1, -0.1, 0.7], [0.3, -1.3, -0.2], [0.9, 1.0, 3.4], [-1.1, 1.6, -1.5], [-1.1, -2.1, 0.6], [-1.1, 1.4, 0.0], [-0.1, -1.5, 1.2], [1.5, 2.4, -0.1], [1.3, 1.0, 1.3], [1.0, -2.4, -0.9], [-0.8, 0.5, -0.7], [-0.1, -0.7, 0.3], [-0.3, -0.3, -0.7], [-1.1, -0.5, -2.3], [1.1, -0.5, -0.4]]}


[9]
{"formula": "C4H14N3", "method": "ωB97M-V with the def2-TZVPD basis set", "homo_energy_ev": -13.70, "total_charge": 1, "total_energy_ev": -8838.89719, "smiles": "NCC[C@@H]([NH3+])CN", "species": ["N", "C", "C", "C", "N", "C", "N", "H", "H", "H", "H", "H", "H", "H", "H", "H", "H", "H", "H", "H", "H"], "coordinates": [[1.380, -1.698, 1.102], [0.088, -2.112, 0.612], [-0.533, -1.083, -0.388], [-0.458, 0.379, 0.008], [0.702, 0.934, 0.812], [-0.522, 1.230, -1.250], [-0.659, 2.671, -0.828], [2.120, -2.067, 0.497], [1.559, -2.030, 2.054], [0.090, -3.154, 0.257], [-0.656, -2.340, 1.374], [-0.014, -1.302, -1.342], [-1.546, -1.395, -0.652], [-1.303, 0.566, 0.706], [0.624, 0.717, 1.801], [1.582, 0.487, 0.520], [0.797, 1.945, 0.708], [0.265, 1.098, -2.004], [-1.493, 1.007, -1.796], [-1.671, 2.804, -0.671], [-0.349, 3.342, -1.519]], "atomic_forces_ev_per_a": [[0.8, 0.0, 0.4], [-1.7, -0.8, -0.1], [2.0, -2.2, -0.3], [-1.0, 0.6, 0.0], [1.1, -1.1, -0.2], [-2.5, 1.8, -0.7], [-0.4, -1.0, 0.3], [-0.3, 0.1, 0.4], [0.0, 0.0, -0.6], [0.3, 0.4, -1.0], [0.2, 0.9, 0.9], [0.1, 0.7, 0.3], [-0.2, 0.5, 0.5], [0.2, 0.2, -0.8], [0.0, -0.1, 0.1], [-0.3, -0.1, 0.2], [-0.7, 0.4, -0.4], [0.2, -0.2, 0.7], [1.2, -0.4, 0.5], [0.9, 0.4, -0.1], [-0.1, -0.2, -0.1]]}


[10]
{"formula": "C4H14N3", "method": "ωB97M-V with the def2-TZVPD basis set", "homo_energy_ev": -12.86, "total_charge": 1, "total_energy_ev": -8838.56253, "species": ["C", "C", "N", "N", "H", "H", "H", "H", "H", "H", "H", "H", "C", "C", "N", "H", "H", "H", "H", "H", "H"], "coordinates": [[-1.684, -0.714, -0.269], [-1.311, -0.131, 1.079], [-0.592, 1.163, 0.898], [-2.192, -2.054, -0.089], [-2.366, -0.014, -0.775], [-0.793, -0.763, -0.897], [-2.206, 0.004, 1.690], [-0.649, -0.812, 1.612], [-0.592, 1.662, 1.790], [-1.143, 1.757, 0.278], [-3.083, -2.049, 0.401], [-2.347, -2.502, -0.982], [2.164, 1.272, -1.297], [2.350, -0.536, 0.252], [1.727, 0.488, -0.136], [2.108, 2.324, -1.045], [1.498, 1.057, -2.128], [3.183, 1.010, -1.567], [3.265, -0.852, -0.236], [1.977, -1.103, 1.102], [0.686, 0.793, 0.320]], "atomic_forces_ev_per_a": [[0.0, 0.2, 0.0], [0.0, 0.2, 0.1], [-0.6, 0.0, 0.2], [-0.2, -0.1, 0.0], [-0.1, 0.0, 0.0], [0.1, -0.1, 0.0], [0.0, 0.0, 0.0], [0.0, -0.1, 0.0], [0.3, -0.1, -0.2], [0.1, -0.1, 0.0], [0.1, 0.0, -0.1], [0.0, -0.1, 0.0], [0.1, -0.2, 0.2], [0.1, -0.1, 0.4], [-0.4, 0.1, -0.5], [0.0, 0.2, 0.0], [-0.1, 0.1, -0.1], [0.0, 0.0, 0.0], [0.1, 0.0, 0.0], [0.0, 0.0, -0.1], [0.4, 0.2, 0.2]]}